1.
C17H31O3Si2 | ωB97M-V/def2-TZVPD

Summary:
Charge: -1
Energy relative to the best compared isomer or geometry (same formula, charge and spin) in kJ/mol: 0.0

Last column: natural (NBO) charge in e.
Element x y z (Å)
C  5.94  1.46  1.14  -0.603
C  4.83  0.81  0.32  -0.404
C  5.08  -0.68  0.06  -0.398
C  4.68  -1.57  1.24  -0.391
C  3.20  -1.52  1.64  -0.396
C  2.21  -1.48  0.49  -0.395
C  0.77  -1.23  0.96  -0.896
Si  -0.47  -1.20  -0.45  1.720
C  -1.93  -0.07  -0.27  -0.971
C  -2.88  -0.35  0.87  0.010
C  -2.40  -0.49  2.18  -0.220
C  -3.27  -0.66  3.25  -0.232
C  -4.64  -0.68  3.02  -0.237
C  -5.12  -0.53  1.72  -0.203
C  -4.27  -0.38  0.63  0.012
C  -4.82  -0.21  -0.75  -0.665
O  0.42  -0.72  -1.79  -1.249
Si  -0.07  -0.85  -3.35  1.245
H  5.74  2.52  1.31  0.207
H  6.90  1.37  0.63  0.194
H  6.03  0.98  2.12  0.196
H  4.74  1.33  -0.64  0.204
H  3.88  0.95  0.83  0.202
H  6.15  -0.82  -0.13  0.193
H  4.56  -1.00  -0.84  0.207
H  4.95  -2.60  1.01  0.196
H  5.29  -1.29  2.10  0.192
H  2.98  -2.41  2.24  0.198
H  3.03  -0.66  2.30  0.190
H  2.26  -2.42  -0.06  0.194
H  2.48  -0.71  -0.23  0.210
H  0.49  -2.00  1.68  0.226
H  0.74  -0.28  1.50  0.225
H  -0.92  -2.60  -0.72  -0.249
H  -1.61  0.97  -0.27  0.327
H  -2.48  -0.15  -1.21  0.274
H  -1.34  -0.43  2.37  0.198
H  -2.87  -0.75  4.26  0.197
H  -5.33  -0.80  3.85  0.197
H  -6.19  -0.53  1.55  0.197
H  -5.86  0.10  -0.70  0.211
H  -4.75  -1.14  -1.32  0.198
H  -4.29  0.58  -1.28  0.291
H  0.71  0.10  -4.17  -0.208
H  0.20  -2.22  -3.84  -0.233
H  -1.51  -0.57  -3.50  -0.192
C  -2.88  4.03  -3.25  -0.732
C  -3.22  2.91  -2.24  0.773
O  -2.26  2.37  -1.63  -0.816
O  -4.44  2.62  -2.13  -0.789
H  -1.81  4.21  -3.29  0.195
H  -3.24  3.75  -4.24  0.200
H  -3.40  4.94  -2.96  0.200

2.
C5H9N | ωB97M-V/def2-TZVPD

Summary:
SMILES: C#CCN(C)C
Charge: 0
Energy relative to the best compared isomer or geometry (same formula, charge and spin) in kJ/mol: 254.7

Last column: natural (NBO) charge in e.
Element x y z (Å)
C  0.48  -0.20  1.28  -0.425
C  -1.80  0.24  0.65  -0.408
C  -0.06  0.23  -1.04  -0.303
C  1.28  -0.28  -1.44  -0.001
C  2.32  -0.78  -1.83  -0.251
H  1.39  -0.75  1.06  0.221
H  0.04  -0.49  2.27  0.202
H  0.75  0.89  1.46  0.156
H  -2.49  0.08  -0.16  0.202
H  -2.14  -0.25  1.58  0.206
H  -1.71  1.37  0.92  0.152
H  0.03  1.34  -0.98  0.193
H  -0.83  -0.01  -1.80  0.228
H  3.29  -1.06  -2.21  0.243
N  -0.55  -0.34  0.25  -0.417

3.
C6H16NO | ωB97M-V/def2-TZVPD

Summary:
Charge: +1
Energy relative to the best compared isomer or geometry (same formula, charge and spin) in kJ/mol: 463.0

Last column: natural (NBO) charge in e.
Element x y z (Å)
C  -3.22  -0.63  -0.09  -0.637
C  2.11  -0.16  1.37  -0.742
C  2.22  -0.66  -1.07  -0.706
C  -0.92  -0.81  0.22  -0.257
C  -1.99  0.22  0.18  -0.002
C  1.56  0.05  0.08  0.247
N  1.18  1.48  -0.19  -0.759
O  -1.68  1.15  -0.86  -0.765
H  -4.16  -0.09  -0.04  0.235
H  -2.97  -1.20  -1.07  0.220
H  -3.31  -1.47  0.61  0.243
H  1.64  -0.16  2.31  0.256
H  2.96  0.47  1.34  0.224
H  2.58  -1.17  1.47  0.267
H  1.67  -0.43  -2.07  0.235
H  3.27  -0.39  -1.21  0.239
H  1.91  -1.71  -0.87  0.264
H  -0.53  -1.13  1.12  0.194
H  -0.78  -1.36  -0.69  0.198
H  -2.21  0.71  1.21  0.181
H  0.30  1.61  -0.75  0.488
H  1.92  2.06  -0.63  0.423
H  0.96  1.98  0.78  0.448
H  -2.51  1.66  -1.15  0.506

4.
C16H10AuBF5I2NO | ωB97M-V/def2-TZVPD

Summary:
Charge: 0
Energy relative to the best compared isomer or geometry (same formula, charge and spin) in kJ/mol: 0.0

Last column: natural (NBO) charge in e.
Element x y z (Å)
Au  0.68  0.05  0.60  1.222
I  4.92  -1.15  -2.31  0.173
C  3.01  -1.96  -2.27  -0.237
C  2.68  -3.02  -3.13  -0.215
C  1.43  -3.56  -3.16  -0.181
I  1.03  -5.11  -4.49  0.157
C  0.43  -3.07  -2.28  -0.134
C  -0.92  -3.50  -2.24  -0.091
C  -1.81  -2.92  -1.38  -0.259
C  -1.37  -1.91  -0.51  0.108
N  -0.12  -1.51  -0.52  -0.511
C  0.79  -2.03  -1.40  0.171
C  2.09  -1.43  -1.39  0.294
O  2.34  -0.43  -0.58  -0.784
H  3.45  -3.40  -3.80  0.238
H  -1.24  -4.29  -2.91  0.236
H  -2.84  -3.23  -1.35  0.240
H  -2.05  -1.40  0.15  0.252
F  -1.19  1.17  -1.14  -0.598
B  -2.48  1.61  -0.72  1.345
F  -3.27  1.92  -1.79  -0.544
F  -2.27  2.74  0.12  -0.582
F  -3.05  0.58  0.07  -0.585
F  3.96  3.86  1.67  -0.289
C  2.85  3.13  1.79  0.506
C  1.72  3.54  1.09  -0.293
C  0.58  2.80  1.20  -0.082
C  0.55  1.64  2.05  -0.241
C  -0.61  0.77  2.05  -0.462
C  1.75  1.26  2.73  -0.110
C  2.90  2.01  2.60  -0.308
H  1.78  4.41  0.45  0.256
H  -0.33  3.05  0.66  0.298
H  -1.54  1.14  1.64  0.289
H  -0.70  0.05  2.86  0.225
H  1.73  0.39  3.37  0.242
H  3.82  1.74  3.10  0.253

5.
C43H33Cl2HfN6O3 | ωB97M-V/def2-TZVPD

Summary:
Charge: +1
Energy relative to the best compared isomer or geometry (same formula, charge and spin) in kJ/mol: 19.5

Last column: Mulliken charge in e.
Element x y z (Å)
Hf  0.16  0.23  0.01  0.677
Cl  3.85  5.66  -1.53  -0.198
C  2.46  4.70  -1.18  0.078
C  2.49  3.36  -1.55  -0.791
C  1.40  2.56  -1.26  -0.317
N  1.28  1.16  -1.53  1.134
C  1.87  0.57  -2.59  0.563
O  2.69  1.03  -3.36  -0.713
C  1.36  -0.84  -2.78  0.300
C  1.86  -1.60  -3.82  -1.048
C  1.38  -2.88  -4.00  -0.613
C  0.42  -3.36  -3.12  -1.659
C  -0.01  -2.54  -2.10  -0.016
N  0.43  -1.29  -1.92  0.273
C  0.27  3.10  -0.62  0.016
C  0.25  4.44  -0.26  -0.633
C  1.35  5.23  -0.54  0.112
Cl  1.31  6.89  -0.05  -0.197
N  -0.74  2.14  -0.42  0.466
C  -2.05  2.41  -0.25  -0.074
O  -2.59  3.43  0.13  -0.710
C  -2.89  1.22  -0.70  0.725
C  -4.24  1.38  -0.92  -0.926
C  -4.96  0.32  -1.46  -0.578
C  -4.29  -0.86  -1.76  -0.970
C  -2.93  -0.94  -1.47  -0.020
N  -2.24  0.06  -0.94  0.278
H  3.35  2.96  -2.07  0.634
H  2.60  -1.15  -4.47  0.607
H  1.75  -3.50  -4.81  0.467
H  0.01  -4.36  -3.22  0.491
H  -0.74  -2.90  -1.40  0.782
H  -0.62  4.85  0.24  0.653
H  -4.69  2.33  -0.68  0.581
H  -6.02  0.42  -1.67  0.477
H  -4.79  -1.70  -2.20  0.489
H  -2.39  -1.85  -1.68  0.160
O  -1.69  0.18  1.74  -0.549
C  -2.46  -1.01  1.92  -1.178
C  -1.52  -2.16  1.81  0.534
C  -1.69  -3.28  2.60  -1.206
C  -0.78  -4.32  2.51  -0.793
C  0.28  -4.19  1.62  -1.187
C  0.38  -3.04  0.87  -0.352
N  -0.51  -2.03  0.93  0.558
H  -2.30  0.93  1.74  0.343
H  -3.23  -1.07  1.15  0.401
H  -2.94  -1.01  2.90  0.685
H  -2.51  -3.31  3.30  0.572
H  -0.89  -5.20  3.13  0.448
H  1.03  -4.96  1.53  0.551
H  1.22  -2.90  0.21  0.871
C  1.60  3.93  3.50  -0.634
C  2.48  3.29  2.64  -1.093
C  2.00  2.26  1.85  0.078
N  0.72  1.86  1.86  0.807
C  -0.11  2.48  2.70  -0.381
C  0.28  3.51  3.53  -1.132
H  1.94  4.74  4.13  0.486
H  3.52  3.58  2.57  0.555
H  2.67  1.75  1.17  0.345
H  -1.14  2.18  2.69  0.303
H  -0.45  3.97  4.18  0.518
C  6.16  -3.90  0.60  -0.533
C  5.03  -3.98  1.41  -1.130
C  4.01  -3.05  1.27  0.450
C  4.10  -2.03  0.33  0.120
C  5.22  -1.98  -0.50  -0.546
C  6.25  -2.90  -0.35  -0.730
C  2.99  -1.06  0.11  -0.120
C  2.09  -0.55  0.97  0.461
C  2.36  -0.66  2.45  0.898
C  1.35  -0.89  3.39  0.213
C  1.61  -0.91  4.76  -1.052
C  2.89  -0.66  5.23  -0.723
C  3.90  -0.38  4.31  -0.994
C  3.63  -0.38  2.95  -0.107
H  6.96  -4.63  0.72  0.410
H  4.95  -4.77  2.15  0.418
H  3.15  -3.11  1.92  0.524
H  5.29  -1.21  -1.26  0.481
H  7.12  -2.84  -0.99  0.419
H  2.91  -0.80  -0.94  -0.061
H  0.33  -1.03  3.06  0.755
H  0.80  -1.09  5.45  0.464
H  3.09  -0.66  6.29  0.413
H  4.90  -0.15  4.66  0.459
H  4.43  -0.14  2.26  0.461

6.
C2H4N2 | ωB97M-V/def2-TZVPD

Summary:
Charge: 0
Energy relative to the best compared isomer or geometry (same formula, charge and spin) in kJ/mol: 325.6

Last column: natural (NBO) charge in e.
Element x y z (Å)
C  -0.98  -1.12  1.14  0.177
C  -0.24  -0.62  -0.08  0.087
N  -1.35  -1.72  2.08  -0.281
N  0.63  0.16  -0.06  -0.559
H  -0.64  -1.07  -1.04  0.190
H  0.89  1.46  -1.53  0.048
H  1.03  0.75  0.61  0.389
H  0.67  2.17  -1.11  -0.051